Entry 1:
This record from OMol25 describes a cluster of 2 separate species, C2H4O3S in total at a distorted geometry. The level of theory is ωB97M-V with the def2-TZVPD basis set.

Last column: natural (NBO) charge in e.
CARTESIAN COORDINATES (ANGSTROEM)
S  -1.15736  0.46731  0.10563  2.097
O  -0.63800  0.39155  1.44436  -0.902
O  1.19999  0.52952  -0.64654  -0.522
O  -1.41468  1.74920  -0.47937  -0.875
C  -2.17152  -0.75409  -0.35049  -0.851
C  1.90374  0.92287  0.24060  0.308
H  -2.49273  -0.68724  -1.37326  0.239
H  1.51652  1.11990  1.24878  0.150
H  -1.89017  -1.72115  0.02169  0.237
H  2.97894  1.09142  0.08863  0.120

Results
Total energy, eV: -19113.2967
Energy relative to the best compared isomer or geometry (same formula, charge and spin), kJ/mol: 243.7
Frontier orbital gap, eV: 9.45
Total charge: 0
Structure (SMILES): C=S(=O)=O.C=O

Entry 2:
This record from OMol25 describes a cluster of 2 separate species, C2H4O3S2 in total at a distorted geometry. The level of theory is ωB97M-V with the def2-TZVPD basis set.

Last column: natural (NBO) charge in e.
CARTESIAN COORDINATES (ANGSTROEM)
S  2.67366  -1.58994  2.19505  -0.283
S  2.07244  -0.12393  1.18358  1.944
O  0.23760  -0.48194  -0.17315  -0.570
O  2.85710  0.37436  0.09862  -0.852
O  1.18463  0.79060  1.79630  -0.875
C  -1.92952  -0.05396  -0.85843  -0.717
C  -0.50756  0.32879  -0.61405  0.471
H  -2.08309  -1.14054  -0.76564  0.244
H  0.00419  1.29162  -0.88977  0.150
H  -2.12861  0.25330  -1.95699  0.241
H  -2.38085  0.35165  -0.01552  0.248

Results
Total energy, eV: -29949.3593
Energy relative to the best compared isomer or geometry (same formula, charge and spin), kJ/mol: 199.0
Frontier orbital gap, eV: 9.06
Total charge: 0
Structure (SMILES): O=S(=O)=S.CC=O

Entry 3:
This record from OMol25 describes an isolated molecule of C2H4O4 at a distorted geometry. The level of theory is ωB97M-V with the def2-TZVPD basis set.

Last column: natural (NBO) charge in e.
CARTESIAN COORDINATES (ANGSTROEM)
O  1.65593  -1.09211  0.07002  -0.713
O  -1.56352  -1.15834  0.05982  -0.688
O  -1.39359  1.08571  -0.03794  -0.735
O  1.41864  1.10079  0.14588  -0.704
C  0.88007  -0.08388  0.47059  0.408
C  -0.80434  -0.10927  -0.24568  0.438
H  -0.88149  1.96072  -0.24749  0.530
H  -2.54914  -0.82350  0.12912  0.483
H  2.30086  0.87722  -0.24712  0.473
H  0.93657  -1.75733  -0.09719  0.507

Results
Total energy, eV: -10324.7424
Energy relative to the best compared isomer or geometry (same formula, charge and spin), kJ/mol: 449.4
Frontier orbital gap (alpha / beta), eV: 7.35 / 7.32
Total charge: 0
Structure (SMILES): OC(O)=C(O)O

Entry 4:
This record from OMol25 describes the ion C2H4O4P2 with charge -2 at a distorted geometry. The level of theory is ωB97M-V with the def2-TZVPD basis set.

Last column: natural (NBO) charge in e.
CARTESIAN COORDINATES (ANGSTROEM)
P  -0.32704  0.46660  -0.80965  2.017
P  0.60720  -0.60639  1.17896  2.009
O  1.27014  -0.78258  2.50973  -1.177
O  -0.42178  -0.27424  -2.07549  -1.201
O  0.72704  -2.23161  0.52990  -1.046
O  -1.03896  2.04653  -1.08314  -1.046
C  -1.11939  -0.38152  0.60880  -1.453
C  1.17178  0.78227  0.14556  -1.388
H  2.21476  0.53976  -0.22220  0.176
H  -1.80126  2.08871  -1.70502  0.459
H  0.30437  -2.24280  -0.32171  0.475
H  -1.58687  0.59527  1.24427  0.175

Results
Total energy, eV: -28905.6203
Energy relative to the best compared isomer or geometry (same formula, charge and spin), kJ/mol: 124.4
Frontier orbital gap, eV: 5.52
Total charge: -2

Entry 5:
This record from OMol25 describes a cluster of 2 separate species, C2H4O4Si in total at a distorted geometry. The level of theory is ωB97M-V with the def2-TZVPD basis set.

Last column: natural (NBO) charge in e.
CARTESIAN COORDINATES (ANGSTROEM)
Si  -1.71825  -0.61876  0.40904  2.350
O  -1.77214  -0.15332  -1.06433  -1.116
O  -1.73535  -2.05766  0.89687  -1.193
O  1.18773  -0.44881  1.09806  -0.465
O  -1.60229  0.79305  1.31523  -1.092
C  1.79778  -0.18849  0.13873  0.715
C  2.34440  0.25354  -0.94518  -0.785
H  2.58220  -0.36807  -1.79887  0.270
H  -1.85237  0.56415  2.23896  0.508
H  -1.80939  0.88342  -1.23463  0.535
H  2.57768  1.34094  -1.05388  0.273

Results
Total energy, eV: -18207.7877
Energy relative to the best compared isomer or geometry (same formula, charge and spin), kJ/mol: 112.1
Frontier orbital gap, eV: 9.65
Total charge: 0
Structure (SMILES): O=[Si](O)O.C=C=O

Entry 6:
This record from OMol25 describes a cluster of 2 separate species, C2H4OS in total at a distorted geometry. The level of theory is ωB97M-V with the def2-TZVPD basis set.

Last column: natural (NBO) charge in e.
CARTESIAN COORDINATES (ANGSTROEM)
S  1.66376  0.35777  0.17627  -0.027
O  -2.18907  0.39117  0.12450  -0.475
C  0.06525  -0.04699  -0.60628  -0.539
C  -1.01940  0.25425  0.28637  0.358
H  0.12770  -1.70207  -1.08690  0.179
H  1.74978  -0.22657  1.41612  0.139
H  0.22775  0.47041  -1.58043  0.264
H  -0.62578  0.50203  1.27035  0.100

Results
Total energy, eV: -15018.0060
Energy relative to the best compared isomer or geometry (same formula, charge and spin), kJ/mol: 333.8
Frontier orbital gap, eV: 8.94
Total charge: 0

Entry 7:
This record from OMol25 describes an isolated molecule of C2H4OS at a distorted geometry. The level of theory is ωB97M-V with the def2-TZVPD basis set.

Last column: natural (NBO) charge in e.
CARTESIAN COORDINATES (ANGSTROEM)
S  2.80895  -0.08631  -0.10076  0.314
O  1.17817  -0.63550  -0.14455  -0.630
C  0.14042  0.13784  -0.56850  0.168
C  -1.28165  -0.12292  -0.12235  -0.517
H  -1.31789  -1.18573  0.19042  0.202
H  -2.02963  0.30845  -0.69379  0.200
H  0.30713  1.10508  -1.08579  0.173
H  2.97497  0.65384  -1.17595  0.089

Results
Total energy, eV: -15018.3098
Energy relative to the best compared isomer or geometry (same formula, charge and spin), kJ/mol: 304.5
Frontier orbital gap, eV: 8.80
Total charge: 0
Structure (SMILES): C=COS

Entry 8:
This record from OMol25 describes a cluster of 2 separate species, C2H4OS in total at a distorted geometry. The level of theory is ωB97M-V with the def2-TZVPD basis set.

Last column: natural (NBO) charge in e.
CARTESIAN COORDINATES (ANGSTROEM)
S  1.68189  -1.26249  -1.21253  0.338
O  -0.96827  0.27688  -0.27765  -0.630
C  0.76089  -0.14831  -1.68239  -0.173
C  -0.55018  0.16057  1.04943  -0.273
H  0.22985  0.93308  1.38332  0.141
H  -0.14638  -0.82038  1.48640  0.141
H  -1.42809  0.20807  1.63954  0.195
H  0.42028  0.65257  -2.38613  0.259

Results
Total energy, eV: -15016.8821
Energy relative to the best compared isomer or geometry (same formula, charge and spin), kJ/mol: 442.2
Frontier orbital gap (alpha / beta), eV: 8.06 / 7.09
Total charge: 0